Here is a molecular structure, C17H23CeN2 from the Open Molecules 2025 dataset. Energies are from wB97M-V/def2-TZVPD.

Last column: Löwdin charge in e.
Cartesian coordinates (Å):
Ce (-0.3958, 0.2305, -0.4009)  1.36
N (3.2733, 0.1686, 0.0673)  0.00
N (2.2089, -0.5943, -0.3320)  -0.04
C (-3.1383, 0.3882, -2.5719)  -0.12
C (-2.9473, 1.3138, -1.3991)  -0.48
C (-1.7345, -1.9546, -1.0663)  -0.17
C (-1.1000, 2.2443, 1.0510)  -0.19
C (-0.3393, 1.4159, 1.9381)  -0.17
C (-4.2110, 1.3717, -0.5702)  -0.10
C (1.1330, 2.4066, 0.4361)  -0.16
C (-1.4124, -1.5628, 1.2005)  -0.17
C (-2.3429, -1.4115, 0.1233)  -0.17
C (4.3868, -0.5579, 0.2847)  -0.04
C (2.7257, -1.8562, -0.4230)  -0.11
C (-0.1842, 2.8532, 0.1123)  -0.17
C (-0.2483, -2.2063, 0.6892)  -0.17
C (-2.6536, 2.7106, -1.8762)  -0.12
C (-0.4346, -2.4363, -0.7120)  -0.17
C (4.0625, -1.8713, -0.0387)  -0.04
C (1.0385, 1.5327, 1.5736)  -0.16
H (3.1945, 1.1649, 0.1744)  0.12
H (-3.4413, -0.6239, -2.2822)  0.06
H (-2.2562, 0.3256, -3.2185)  0.09
H (-4.1315, 1.9973, 0.3248)  0.08
H (2.0495, 2.7527, -0.0517)  0.12
H (-2.1916, -2.0549, -2.0615)  0.12
H (-1.5690, -1.2685, 2.2344)  0.12
H (-2.1591, 2.4831, 1.1439)  0.11
H (0.5968, -2.5463, 1.2826)  0.12
H (-4.6393, 0.3986, -0.3083)  0.07
H (-4.9883, 1.8641, -1.1914)  0.10
H (1.8712, 1.1394, 2.1577)  0.12
H (-3.3712, -1.0724, 0.2066)  0.11
H (2.1332, -2.6965, -0.7422)  0.10
H (4.7117, -2.7270, 0.0084)  0.11
H (-1.7505, 2.8046, -2.4907)  0.08
H (-3.4948, 3.0360, -2.5176)  0.10
H (0.2652, -2.9188, -1.4038)  0.12
H (5.3099, -0.1093, 0.6266)  0.13
H (-3.9706, 0.7632, -3.1953)  0.11
H (-0.7201, 0.8420, 2.7784)  0.12
H (-0.4351, 3.6106, -0.6374)  0.12
H (-2.6183, 3.4434, -1.0610)  0.08

Cartesian forces, eV/Å:
Ce 0.2 0.7 -1.2
N 0.0 -0.8 0.0
N 0.8 -0.5 -0.3
C -0.3 -0.3 -0.1
C 0.5 -0.4 0.5
C 0.2 -0.4 0.8
C 0.7 0.7 0.0
C 0.4 0.8 -0.4
C -0.4 0.1 0.0
C -0.8 -0.2 0.6
C -0.1 -0.5 -0.7
C 0.3 -0.8 -0.4
C -0.6 -0.4 -0.5
C -0.1 1.4 0.3
C 0.0 -0.2 1.1
C -0.4 -0.1 -0.4
C 0.0 0.5 -0.2
C -0.8 0.1 0.4
C 0.3 0.3 0.2
C -0.6 0.5 -0.3
H -0.2 -0.1 0.0
H 0.0 0.4 0.0
H 0.0 -0.1 -0.1
H 0.1 -0.2 0.0
H -0.4 -0.1 0.1
H 0.4 0.1 0.8
H 0.0 -0.2 -0.3
H 0.4 -0.2 -0.1
H -0.1 0.3 -0.2
H 0.2 0.1 0.1
H 0.2 -0.1 0.2
H -0.3 -0.1 -0.4
H 0.4 0.1 0.0
H 0.0 0.2 0.1
H 0.0 0.0 0.0
H 0.0 0.0 0.1
H 0.2 -0.1 0.0
H -0.4 0.2 0.4
H -0.2 0.0 -0.1
H 0.3 0.1 0.0
H 0.1 0.3 -0.2
H 0.1 -0.5 0.3
H 0.1 -0.2 -0.1

Total charge: +1
Electronic energy (eV): -33902.383
Kohn-Sham gap (alpha / beta) (eV): 6.18 / 6.18

***

Here is a single C4H9NO2 molecule from the Open Molecules 2025 dataset. Energies are from wB97M-V/def2-TZVPD.

Last column: Löwdin charge in e.
Cartesian coordinates (Å):
O (-2.3167, -2.2003, -1.5216)  0.02
O (2.1314, 1.9136, -0.5559)  -0.07
N (-0.7055, -1.1437, -0.3534)  0.01
C (-0.3975, -0.4932, 0.9294)  -0.20
C (0.7824, 0.5192, 0.8637)  -0.15
C (1.0124, 1.0331, -0.5849)  -0.27
C (-2.0248, -1.5089, -0.5785)  -0.35
H (0.0784, -1.5365, -0.8345)  0.13
H (0.1305, 1.3854, -1.1213)  0.12
H (1.3445, 0.1824, -1.2089)  0.11
H (0.5717, 1.3664, 1.5262)  0.11
H (1.8849, 2.7680, -0.8916)  0.07
H (-0.1492, -1.2747, 1.6689)  0.11
H (1.6574, -0.0128, 1.2124)  0.10
H (-2.7433, -1.0263, 0.1080)  0.13
H (-1.2567, 0.0281, 1.3419)  0.10

Cartesian forces, eV/Å:
O -0.8 -0.3 0.1
O -0.2 0.0 0.0
N -1.5 1.2 2.0
C 0.8 -0.2 0.4
C -1.1 -0.2 -1.1
C 1.1 -1.3 0.4
C 2.0 0.1 -1.2
H -0.3 -0.5 -0.5
H -0.1 0.5 0.5
H -0.2 0.2 0.3
H 0.2 -0.2 -0.1
H -0.1 0.5 -0.2
H 0.0 0.3 -0.1
H 0.5 0.3 -0.1
H 0.1 -0.2 0.0
H -0.4 -0.1 -0.4

Electronic energy (eV): -9878.479
Kohn-Sham gap (eV): 10.39
Structure (SMILES): O=CNCCCO
Energy relative to the best compared isomer or geometry (same formula, charge and spin) (kJ/mol): 152.6

***

Here is a molecular structure, C22H39Cl2N4O4Ti from the Open Molecules 2025 dataset. Energies are from wB97M-V/def2-TZVPD.

Last column: Löwdin charge in e.
Cartesian coordinates (Å):
Ti (-0.6254, 0.6234, -0.1349)  0.55
Cl (-1.7777, 2.3810, 1.2640)  0.16
Cl (-0.5662, -0.7509, -2.1353)  0.17
O (1.2339, -0.7810, 0.0352)  -0.07
O (0.0565, 0.5323, 2.0043)  -0.23
O (-2.1630, 1.2025, -1.1402)  -0.41
O (-1.7505, -0.9680, 0.6118)  -0.16
N (-0.2119, 1.1781, 4.2019)  -0.17
N (2.9644, -1.9574, -0.9423)  -0.14
N (2.8292, -1.8144, 1.3644)  -0.14
N (-3.2087, -2.4054, -0.3885)  -0.17
C (-2.2974, 2.3696, -1.6137)  -0.36
C (4.2791, -1.8618, 1.5066)  -0.07
C (-4.2279, -1.3626, -0.5441)  -0.01
C (-5.3435, 2.0756, -3.8016)  -0.14
C (-4.0581, 3.9678, -2.2268)  -0.06
C (-3.4840, 2.6823, -2.3740)  -0.20
C (2.1090, -1.5590, 2.5915)  -0.05
C (1.1589, 1.6632, 4.3650)  -0.03
C (3.6049, -3.2667, -0.8755)  -0.08
C (-3.4269, -3.6921, -1.0324)  -0.05
C (2.2756, -1.4719, 0.1515)  -0.44
C (-0.6223, 0.5893, 3.0721)  -0.37
C (1.0787, 2.1790, -0.3826)  -0.33
C (0.2359, 2.1357, -1.4251)  -0.33
C (0.3943, 2.6402, -2.7938)  -0.12
C (-4.1400, 1.7363, -3.1900)  -0.06
C (-1.1984, 1.5482, 5.2100)  -0.05
C (2.5814, -1.5231, -2.2808)  -0.08
C (-5.9229, 3.3429, -3.6345)  -0.16
C (2.5886, 2.2527, -0.5012)  -0.11
C (-2.0456, -2.1198, 0.2040)  -0.31
C (-5.2607, 4.2970, -2.8483)  -0.14
H (-1.6348, 0.1617, 3.1190)  0.13
H (-6.8782, 3.5922, -4.1130)  0.07
H (-4.4529, -0.9001, 0.4259)  0.10
H (-2.1785, 1.6717, 4.7325)  0.09
H (3.0103, 1.3152, -0.8889)  0.05
H (1.4506, 2.7142, -3.0978)  0.06
H (2.5893, -2.1465, 3.3803)  0.09
H (1.1487, 2.4108, 5.1643)  0.08
H (3.2809, -3.8688, -1.7355)  0.09
H (-5.7005, 5.2899, -2.7015)  0.08
H (-0.9018, 2.4899, 5.6844)  0.08
H (2.6981, -0.4342, -2.3871)  0.09
H (1.5337, 2.1183, 3.4407)  0.10
H (2.1461, -0.4999, 2.8834)  0.07
H (-0.0191, 3.6564, -2.8585)  0.08
H (-2.9733, -3.7158, -2.0341)  0.09
H (-4.5046, -3.8593, -1.1244)  0.08
H (-3.5280, 4.6832, -1.5943)  0.10
H (1.8382, 0.8483, 4.6563)  0.08
H (-5.1192, -1.8464, -0.9531)  0.08
H (1.0668, -1.8745, 2.5080)  0.10
H (4.7747, -1.4544, 0.6158)  0.09
H (4.6998, -3.1774, -0.9104)  0.08
H (2.8913, 3.0494, -1.1940)  0.06
H (4.5670, -1.2667, 2.3834)  0.09
H (4.6195, -2.8943, 1.6709)  0.08
H (-1.6733, 3.1973, -1.2656)  0.07
H (-0.1215, 2.0422, -3.5453)  0.06
H (3.0490, 2.4549, 0.4670)  0.05
H (-1.3269, -2.9464, 0.2894)  0.14
H (3.3205, -3.7783, 0.0544)  0.09
H (-1.2913, 0.7738, 5.9857)  0.08
H (-5.8734, 1.3369, -4.4133)  0.08
H (0.7199, 2.4214, 0.6260)  0.04
H (-3.6881, 0.7505, -3.3377)  0.10
H (1.5223, -1.7603, -2.4758)  -0.01
H (-3.8801, -0.5782, -1.2283)  0.08
H (3.2215, -2.0341, -3.0149)  0.08
H (-2.9714, -4.4855, -0.4305)  0.08

Cartesian forces, eV/Å:
Ti 0.6 1.4 -1.0
Cl -0.5 0.9 1.0
Cl -0.2 -1.0 -1.2
O 2.4 -1.5 0.7
O -0.4 -0.5 3.5
O -1.0 -1.1 -0.4
O -1.1 -2.5 0.2
N 0.4 0.1 0.3
N 0.1 -0.2 0.3
N 0.3 0.0 -0.1
N 0.1 -0.1 0.4
C -2.3 1.3 -0.7
C 0.0 -0.1 0.1
C 0.2 0.2 -0.2
C 0.0 -0.2 0.1
C -0.4 0.5 -0.5
C 1.0 0.1 0.6
C -0.1 0.1 0.3
C -0.2 0.0 -0.1
C -0.1 0.0 0.1
C 0.3 0.1 0.0
C -1.7 1.2 -0.8
C 0.9 0.2 -3.0
C 1.5 0.9 -0.5
C -0.3 -0.3 2.2
C 0.9 -0.4 -0.7
C -0.7 -0.2 -0.3
C -0.2 -0.5 0.0
C -0.4 0.2 -0.3
C -0.2 0.1 -0.2
C 0.2 0.3 -0.1
C 0.1 1.9 -0.2
C 0.5 -0.1 0.3
H 0.2 0.2 -0.1
H 0.4 -0.2 0.2
H 0.1 -0.1 -0.3
H 0.3 0.1 0.1
H 0.0 0.1 0.1
H 0.0 0.1 -0.1
H -0.1 0.0 0.0
H 0.1 -0.1 -0.2
H 0.0 0.1 0.3
H 0.2 -0.3 0.0
H -0.1 -0.2 -0.2
H -0.1 -0.4 0.0
H -0.2 -0.1 0.1
H -0.1 -0.3 -0.2
H 0.0 -0.2 0.2
H -0.2 0.1 0.2
H 0.3 -0.1 0.1
H -0.2 -0.1 -0.1
H -0.2 0.2 0.0
H 0.1 0.2 0.1
H 0.1 0.2 -0.1
H -0.2 -0.1 0.3
H -0.1 -0.1 0.0
H 0.1 -0.1 0.1
H 0.0 0.0 -0.2
H 0.1 0.2 0.0
H -0.4 -0.2 0.0
H -0.1 -0.1 0.1
H 0.2 0.0 0.1
H -0.2 0.0 0.0
H 0.1 0.1 -0.4
H 0.1 0.2 0.0
H 0.2 0.2 0.1
H -0.2 -0.7 -0.2
H -0.1 0.3 0.1
H 0.4 0.2 0.0
H 0.0 -0.1 0.2
H -0.1 0.2 0.3
H -0.1 0.0 -0.1

Total charge: -1
Electronic energy (eV): -85758.477
Kohn-Sham gap (alpha / beta) (eV): 3.36 / 5.15
Multiplicity: 3
Expectation value of S²: 2.0308
Energy relative to the best compared isomer or geometry (same formula, charge and spin) (kJ/mol): 0.0

***

Here is 2 unconnected molecules or ions with the total composition C9H14 from the Open Molecules 2025 dataset. Energies are from wB97M-V/def2-TZVPD.

Last column: Löwdin charge in e.
Cartesian coordinates (Å):
C (0.1243, -1.8608, 0.0413)  -0.38
C (1.4039, -2.6400, -0.1026)  -0.13
C (-1.4906, -0.8607, 1.6152)  -0.15
C (-1.5227, -0.2651, -0.7669)  -0.19
C (1.6929, 2.7295, -0.6683)  -0.15
C (-0.4990, -1.7961, 1.2907)  -0.17
C (1.2353, 4.2964, -0.5403)  -0.19
C (-0.3857, -1.1542, -1.0327)  -0.09
C (-1.7932, 0.0623, 0.5470)  -0.22
H (-1.8346, -0.8026, 2.6702)  0.07
H (1.9722, -2.6487, -0.9766)  0.01
H (1.9145, 4.7970, 0.2110)  0.05
H (-2.4362, 0.8557, 0.7504)  0.03
H (0.1816, 4.5324, -0.2606)  0.05
H (1.4299, 4.7824, -1.4933)  0.02
H (2.1146, 2.6831, -1.7830)  0.09
H (0.8033, 2.0784, -0.6960)  0.04
H (-2.0077, 0.2993, -1.5428)  0.05
H (2.2682, 2.4570, 0.1628)  0.01
H (2.1824, -2.3187, 0.6943)  0.09
H (-0.0772, -1.3414, -1.9434)  0.02
H (1.1256, -3.8277, 0.0123)  0.10
H (-0.2265, -2.6146, 1.8944)  0.05

Cartesian forces, eV/Å:
C 1.3 1.2 -2.2
C -0.4 -2.6 3.1
C 1.4 0.8 -1.6
C 2.3 -1.3 -1.4
C -2.4 2.3 -3.5
C -1.4 0.0 0.5
C 0.9 -0.7 0.8
C -3.6 1.6 5.5
C -0.2 -1.9 2.8
H 0.0 0.2 -0.9
H 0.3 0.6 -2.0
H -0.8 -0.4 -0.7
H -1.2 1.3 0.4
H 0.8 -0.6 -0.1
H -0.1 0.1 -0.1
H -0.1 -0.4 2.8
H 0.3 0.2 0.1
H 0.1 0.1 -0.4
H 1.3 -0.5 0.6
H -1.4 -0.9 -0.9
H 1.7 -0.7 -4.7
H 0.9 2.3 0.3
H 0.3 -0.7 1.5

Total charge: -1
Electronic energy (eV): -9556.828
Kohn-Sham gap (alpha / beta) (eV): 2.70 / 7.63
Multiplicity: 2
Expectation value of S²: 0.7564
Energy relative to the best compared isomer or geometry (same formula, charge and spin) (kJ/mol): 190.0

***

Here is 2 unconnected molecules or ions with the total composition C6H6ClNO3 from the Open Molecules 2025 dataset. Energies are from wB97M-V/def2-TZVPD.

Last column: Löwdin charge in e.
Cartesian coordinates (Å):
Cl (-1.1233, 2.9856, 1.2446)  0.22
O (-0.5998, -1.3318, 1.5602)  0.18
O (0.1263, -0.2210, -0.2708)  -0.02
O (-2.1751, 1.0185, -1.9332)  0.30
N (-3.7094, -1.9998, 1.2392)  0.19
C (-3.0176, -1.3537, 0.6258)  -0.23
C (1.5730, -0.3467, 0.0672)  -0.17
C (-2.1266, -0.5998, -0.1025)  -0.11
C (-2.1803, 0.2804, -1.1017)  -0.10
C (2.3968, 0.1654, -1.0919)  -0.07
C (-0.7718, -0.7763, 0.5503)  -0.53
H (3.4197, 0.1356, -0.7232)  0.08
H (2.0755, 1.1557, -1.3134)  0.08
H (1.9747, 0.3580, 0.8456)  0.13
H (2.4594, -0.6232, -1.8439)  0.08
H (0.0023, 2.5029, 1.9056)  -0.14
H (1.6762, -1.3498, 0.3423)  0.10

Cartesian forces, eV/Å:
Cl 2.2 -1.0 1.2
O 0.8 -1.1 2.2
O 2.0 0.6 0.3
O 0.0 2.6 -2.9
N -1.7 -1.6 1.6
C -0.8 1.0 -1.5
C -0.5 2.4 0.0
C 2.3 0.4 0.5
C -0.6 -2.9 3.1
C 0.4 -2.6 0.5
C -0.5 1.6 -3.0
H 0.2 0.6 0.2
H -0.1 0.5 -0.8
H -1.6 -0.9 0.3
H -0.6 0.8 -0.8
H -2.2 0.9 -1.2
H 0.7 -1.4 0.4

Electronic energy (eV): -26472.204
Kohn-Sham gap (eV): 9.96
Structure (SMILES): CCOC(=O)C(=C=O)C#N.Cl
Energy relative to the best compared isomer or geometry (same formula, charge and spin) (kJ/mol): 84.2

***

Here is a single C3H7NS molecule from the Open Molecules 2025 dataset. Energies are from wB97M-V/def2-TZVPD.

Last column: Löwdin charge in e.
Cartesian coordinates (Å):
S (-2.1707, -0.5496, -0.2329)  0.64
N (1.0061, -0.6989, -1.0805)  0.03
C (1.2780, -0.6963, 0.4388)  -0.16
C (0.6372, 0.4872, -0.2195)  -0.39
C (-0.8938, 0.8708, -0.0735)  -0.48
H (-2.2290, -0.8907, 1.1422)  -0.12
H (0.1290, -1.0654, -1.2556)  -0.02
H (0.7962, -1.4413, 1.1906)  0.12
H (1.3135, 1.4656, -0.2356)  0.16
H (2.2552, -0.5902, 0.8952)  0.08
H (-1.1675, 1.2872, -1.1021)  0.05
H (-0.9541, 1.8218, 0.5329)  0.09

Cartesian forces, eV/Å:
S 1.2 1.1 2.8
N 3.0 2.8 2.6
C -1.8 -1.0 0.7
C 0.2 0.6 0.9
C 0.7 0.5 -2.9
H 0.0 0.2 -1.7
H -2.1 -1.7 -0.2
H -0.2 1.4 -1.9
H -1.5 -2.2 -0.4
H 0.6 0.2 -1.2
H 0.6 -0.2 1.1
H -0.7 -1.7 0.2

Electronic energy (eV): -15547.155
Kohn-Sham gap (eV): 10.20
Structure (SMILES): SC[C@H]1CN1
Energy relative to the best compared isomer or geometry (same formula, charge and spin) (kJ/mol): 240.3

***

Here is a molecular structure, C4H12KO2 from the Open Molecules 2025 dataset. Energies are from wB97M-V/def2-TZVPD.

Last column: Löwdin charge in e.
Cartesian coordinates (Å):
K (1.5932, -1.1176, -0.5456)  0.96
O (-0.9729, -1.6032, -1.5739)  -0.17
O (0.7547, 0.6536, 1.2938)  -0.19
C (2.0754, 0.0961, 3.2036)  -0.08
C (-2.0949, -0.7619, -1.8592)  -0.30
C (1.7751, 1.1461, 2.1979)  -0.30
C (-1.9199, 0.1169, -3.0918)  -0.07
H (1.4061, 2.0453, 2.6898)  0.13
H (-2.2724, -0.1479, -0.9776)  0.11
H (1.2001, -0.0863, 3.8275)  0.09
H (2.8873, 0.4163, 3.8581)  0.09
H (-2.8367, 0.6985, -3.1911)  0.09
H (0.1554, 1.3784, 1.0947)  0.09
H (-0.9321, -2.2763, -2.2613)  0.09
H (-1.0350, 0.7483, -3.0562)  0.07
H (-1.8548, -0.5010, -3.9926)  0.08
H (2.6709, 1.4188, 1.6288)  0.12
H (2.3878, -0.8441, 2.7456)  0.07
H (-2.9872, -1.3800, -1.9905)  0.12

Cartesian forces, eV/Å:
K -0.3 0.0 0.1
O 0.6 0.0 0.0
O 0.2 0.1 -0.2
C 0.1 -0.4 0.7
C -0.4 0.3 -0.3
C -0.1 0.4 -0.4
C -0.2 -0.7 0.0
H 0.0 0.1 0.0
H 0.2 -0.1 0.1
H 0.0 -0.1 0.0
H 0.0 0.0 0.0
H 0.2 0.3 -0.1
H -0.1 0.0 0.0
H -0.1 0.0 0.0
H -0.1 0.2 0.1
H 0.1 0.0 0.1
H -0.1 0.0 0.0
H 0.0 0.0 0.0
H 0.1 0.0 0.1

Total charge: +1
Electronic energy (eV): -24757.686
Kohn-Sham gap (eV): 10.69
Energy relative to the best compared isomer or geometry (same formula, charge and spin) (kJ/mol): 0.0

***

- Which of these has the highest electronic energy?
  C9H14

***

- What is the electronic energy in the seventh record?
  -24757.686 eV

***

Copy entry 4 word for word.
Here is 2 unconnected molecules or ions with the total composition C9H14 from the Open Molecules 2025 dataset. Energies are from wB97M-V/def2-TZVPD.

Last column: Löwdin charge in e.
Cartesian coordinates (Å):
C (0.1243, -1.8608, 0.0413)  -0.38
C (1.4039, -2.6400, -0.1026)  -0.13
C (-1.4906, -0.8607, 1.6152)  -0.15
C (-1.5227, -0.2651, -0.7669)  -0.19
C (1.6929, 2.7295, -0.6683)  -0.15
C (-0.4990, -1.7961, 1.2907)  -0.17
C (1.2353, 4.2964, -0.5403)  -0.19
C (-0.3857, -1.1542, -1.0327)  -0.09
C (-1.7932, 0.0623, 0.5470)  -0.22
H (-1.8346, -0.8026, 2.6702)  0.07
H (1.9722, -2.6487, -0.9766)  0.01
H (1.9145, 4.7970, 0.2110)  0.05
H (-2.4362, 0.8557, 0.7504)  0.03
H (0.1816, 4.5324, -0.2606)  0.05
H (1.4299, 4.7824, -1.4933)  0.02
H (2.1146, 2.6831, -1.7830)  0.09
H (0.8033, 2.0784, -0.6960)  0.04
H (-2.0077, 0.2993, -1.5428)  0.05
H (2.2682, 2.4570, 0.1628)  0.01
H (2.1824, -2.3187, 0.6943)  0.09
H (-0.0772, -1.3414, -1.9434)  0.02
H (1.1256, -3.8277, 0.0123)  0.10
H (-0.2265, -2.6146, 1.8944)  0.05

Cartesian forces, eV/Å:
C 1.3 1.2 -2.2
C -0.4 -2.6 3.1
C 1.4 0.8 -1.6
C 2.3 -1.3 -1.4
C -2.4 2.3 -3.5
C -1.4 0.0 0.5
C 0.9 -0.7 0.8
C -3.6 1.6 5.5
C -0.2 -1.9 2.8
H 0.0 0.2 -0.9
H 0.3 0.6 -2.0
H -0.8 -0.4 -0.7
H -1.2 1.3 0.4
H 0.8 -0.6 -0.1
H -0.1 0.1 -0.1
H -0.1 -0.4 2.8
H 0.3 0.2 0.1
H 0.1 0.1 -0.4
H 1.3 -0.5 0.6
H -1.4 -0.9 -0.9
H 1.7 -0.7 -4.7
H 0.9 2.3 0.3
H 0.3 -0.7 1.5

Total charge: -1
Electronic energy (eV): -9556.828
Kohn-Sham gap (alpha / beta) (eV): 2.70 / 7.63
Multiplicity: 2
Expectation value of S²: 0.7564
Energy relative to the best compared isomer or geometry (same formula, charge and spin) (kJ/mol): 190.0